The following is a DFT calculation (ωB97M-V/def2-TZVPD) of a single C30H26ClN3O8S molecule.

ORCA input file:
```
! RIJCOSX wB97M-V def2-TZVPD def2/J DEFGRID3
* xyz 0 1
C -0.4960 2.0536 2.7346
C -1.8178 2.1580 2.9311
C -2.7973 1.5075 1.9342
C -2.1042 0.6645 0.8650
C -1.8460 1.2249 -0.3844
C -2.2873 2.6546 -0.6980
C -1.3413 3.7466 -0.1215
S 0.3233 3.3236 -0.7330
C 1.4046 4.4614 0.0707
N 0.9242 5.5473 0.5666
N 2.0205 6.1641 1.1412
C 3.0387 5.4472 0.9389
O 2.7149 4.3093 0.2296
C -1.2145 0.4407 -1.3383
C -0.8545 -0.8564 -1.0194
C -1.1326 -1.4237 0.2107
C -0.7643 -2.8755 0.4793
C -1.8741 -3.8957 0.1168
O -1.9078 -4.9244 0.7292
Cl -3.0296 -3.5347 -1.1780
C -1.7592 -0.6549 1.1801
N -2.1307 -1.1324 2.4906
C -3.3231 -1.9326 2.5115
C -4.0150 -2.0883 3.8694
O -3.8245 -2.4294 1.5374
C -1.0743 -1.6900 3.2622
C 0.2610 -0.9593 3.4057
O -1.1769 -2.7727 3.8016
C -0.1312 -1.6102 -2.1234
O -0.3252 -2.7707 -2.4001
C 0.8514 -0.7568 -2.9015
C 2.0998 -1.1945 -3.3069
C 2.6167 -2.5967 -2.9924
C 4.0286 -2.4530 -2.3526
C 4.3155 -3.5931 -1.3778
O 3.5472 -4.4793 -1.1074
O 5.5587 -3.6007 -0.8095
C 2.9100 -0.3041 -3.9955
C 2.5271 0.9751 -4.3102
C 1.2673 1.4003 -3.9212
C 0.4731 0.5368 -3.2288
C -0.8940 0.9485 -2.7358
O -1.6630 1.5903 -3.4131
H -0.0877 2.1712 1.7290
H 0.2315 1.8410 3.5149
H -2.2286 2.7367 3.7598
H -3.4212 0.8410 2.5407
H -3.4763 2.2453 1.4953
H -2.2937 2.8313 -1.7769
H -3.3166 2.8354 -0.3801
H -1.3932 3.8272 0.9651
H -1.6484 4.7098 -0.5377
H 4.0153 5.7267 1.3005
H -0.3848 -3.0839 1.4777
H 0.0518 -3.1240 -0.2109
H -4.8431 -1.3661 3.8501
H -3.3418 -1.7336 4.6563
H -4.3618 -3.1056 4.0265
H 0.6246 -0.6040 2.4346
H 0.9888 -1.6999 3.7488
H 0.2204 -0.1780 4.1643
H 2.6863 -3.2187 -3.8871
H 1.9647 -3.0233 -2.2329
H 4.8078 -2.4182 -3.1227
H 4.0913 -1.5030 -1.8021
H 6.0063 -2.7621 -0.9762
H 3.9056 -0.6146 -4.3037
H 3.1980 1.6466 -4.8352
H 0.9066 2.3978 -4.1557
*
```

Its LUMO energy is -0.861 eV. The value obtained for the calculated total energy is -75737.9542 eV. The energy above the lowest of the compared OMol25 structures with the same formula, charge and spin is 0.00 kcal per mole. Its SMILES is C=CCc1c(CCSc2nnco2)c2c(c(CC(=O)Cl)c1N(C(C)=O)C(C)=O)C(=O)c1c(CCC(=O)O)cccc1C2=O.